Record 1
This record from the Open Molecules 2025 dataset describes the molecule C21H29N5O3S at a distorted geometry. The level of theory is ωB97M-V/def2-TZVPD.

Atoms and positions in Å:
C -2.6954 -3.9444 0.9239
C -2.2905 -2.5514 1.4053
C -0.8271 -2.3503 1.2932
N -0.0385 -2.1594 2.2868
N 1.2407 -2.0038 1.9577
C 1.4473 -2.0847 0.6859
N 2.6807 -1.9614 0.1098
C 2.8528 -1.9609 -1.2475
O 1.9192 -2.0974 -2.0080
C 4.2772 -1.7140 -1.6876
C 4.5130 -0.1958 -1.7320
C 4.4195 0.3671 -0.3184
O 4.9385 -0.2470 0.6046
N 3.7974 1.5454 -0.1144
C 2.8836 2.2267 -1.0017
C 1.4483 1.9032 -0.5709
N 1.2609 2.3866 0.7818
C -0.1115 2.4105 1.2402
C -0.7154 1.0345 1.5912
O -2.1158 1.0861 1.7192
C -2.9023 0.9376 0.6139
C -4.2771 0.9123 0.8597
C -5.1713 0.7368 -0.1728
C -4.7319 0.5772 -1.4843
C -5.7162 0.3922 -2.5995
C -3.3679 0.6094 -1.7212
C -2.4557 0.7914 -0.6936
C 2.1812 1.7393 1.7014
C 3.6185 2.0072 1.2521
S 0.0029 -2.3550 -0.2653
H -2.4190 -4.0806 -0.1196
H -3.7705 -4.0717 1.0174
H -2.2007 -4.7092 1.5182
H -2.5682 -2.4122 2.4508
H -2.8046 -1.7965 0.8042
H 3.4658 -1.7721 0.7268
H 4.9781 -2.1693 -0.9880
H 4.4143 -2.1373 -2.6823
H 5.5249 -0.0017 -2.0949
H 3.8040 0.2518 -2.4230
H 3.0435 1.9557 -2.0424
H 3.0496 3.3027 -0.8940
H 0.7446 2.4176 -1.2288
H 1.2925 0.8131 -0.6695
H -0.7205 2.8731 0.4585
H -0.1593 3.0525 2.1242
H -0.3521 0.6926 2.5639
H -0.4240 0.2950 0.8382
H -4.6136 1.0275 1.8779
H -6.2307 0.7177 0.0388
H -6.4464 -0.3735 -2.3432
H -5.2127 0.1026 -3.5183
H -6.2579 1.3205 -2.7823
H -2.9969 0.4900 -2.7292
H -1.4052 0.8124 -0.9372
H 2.0259 2.1583 2.6966
H 2.0256 0.6494 1.7549
H 4.3222 1.4737 1.8911
H 3.8259 3.0797 1.2821

## Properties
HOMO-LUMO gap, eV: 8.8
Energy above the lowest of the compared OMol25 structures with the same formula, charge and spin, kcal/mol: 28.6
Maximum force, eV/A: 1.7
E_tot, Ha: -1715.3370

Record 2
This record from the Open Molecules 2025 dataset describes a 9-piece molecular cluster, C10H39NO12 overall at a distorted geometry. The level of theory is ωB97M-V/def2-TZVPD.

Atoms and positions in Å:
C -2.6210 0.4288 0.1303
O -2.4834 1.2403 -1.0117
C -1.2793 1.9746 -1.0193
C -1.0638 2.9171 0.1627
C -2.3363 3.6615 0.5520
N 0.0130 3.8417 -0.2318
H -1.8683 -0.3697 0.1190
H -3.5900 -0.0631 0.0721
H -2.4812 0.9284 1.0918
H -0.3764 1.3677 -1.1884
H -1.3389 2.6077 -1.9140
H -0.7342 2.3113 1.0137
H -3.0810 3.0359 1.0420
H -2.7544 4.2090 -0.2950
H -2.0811 4.4059 1.3159
H -0.3624 4.7786 -0.3343
H 0.6917 3.9249 0.5161
O 2.4774 -0.5744 -2.0268
C 2.4125 -0.7571 -3.4578
C 3.6142 -1.4709 -3.9920
O 4.7088 -0.5780 -4.0536
H 3.0456 -1.2550 -1.6508
H 1.5129 -1.2893 -3.7597
H 2.4804 0.2722 -3.8130
H 3.3405 -1.8200 -5.0009
H 3.8309 -2.3856 -3.4220
H 5.4399 -1.0056 -4.5077
O -0.5283 1.1173 3.0770
C -1.2679 1.8981 4.0102
C -1.3802 1.1543 5.3092
O -2.2371 1.8808 6.1993
H -1.0649 0.3444 2.8522
H -0.7341 2.8356 4.1604
H -2.2663 2.0722 3.5961
H -0.4076 1.0089 5.7833
H -1.8088 0.1664 5.1018
H -1.9129 1.7849 7.0977
O -2.8239 -3.1774 -3.3111
C -2.0904 -1.9564 -3.5278
C -1.0221 -1.8908 -2.4663
O -0.0013 -2.8494 -2.6525
H -3.3967 -3.3215 -4.0690
H -1.6833 -1.9642 -4.5445
H -2.7756 -1.1076 -3.4351
H -1.5114 -2.0530 -1.5066
H -0.5729 -0.8959 -2.5397
H -0.2963 -3.5713 -3.2155
O 3.2574 -1.9103 0.6711
H 4.1001 -2.3708 0.6195
H 3.4816 -0.9825 0.8570
O -0.9616 -1.7239 2.9864
H -0.5713 -1.6819 2.1035
H -0.6361 -2.5548 3.3448
O 0.5186 -0.7411 0.7112
H 0.2636 -0.7119 -0.2172
H 1.4657 -0.8990 0.6901
O 3.3107 0.9123 1.1196
H 2.8740 1.3814 0.3993
H 2.6377 0.8437 1.8086
O 1.6166 -3.8398 1.9388
H 1.2375 -4.4004 1.2566
H 2.0710 -3.1331 1.4544

## Properties
HOMO-LUMO gap, eV: 9.5
Energy above the lowest of the compared OMol25 structures with the same formula, charge and spin, kcal/mol: 0.0
Maximum force, eV/A: 1.5
E_tot, Ha: -1361.9687

Record 3
This record from the Open Molecules 2025 dataset describes a 5-piece molecular cluster, C10H20Cl10 overall at a distorted geometry. The level of theory is ωB97M-V/def2-TZVPD.

Atoms and positions in Å:
Cl -7.1432 -11.1879 -9.1536
C -7.6210 -12.2090 -7.7516
C -8.6786 -11.5999 -6.9131
Cl -8.4010 -9.9177 -6.4388
H -6.6467 -12.2058 -7.2630
H -7.8661 -13.2123 -8.1002
H -8.6402 -12.1557 -5.9762
H -9.6658 -11.6650 -7.3704
Cl -8.6068 -13.8444 -11.2997
C -8.2386 -15.5957 -11.0007
C -7.7304 -15.8363 -9.5874
Cl -6.0544 -15.2040 -9.3264
H -7.4768 -15.7622 -11.7622
H -9.1295 -16.1540 -11.2883
H -7.6164 -16.8950 -9.3548
H -8.4694 -15.5221 -8.8504
Cl -7.3364 -14.6710 -0.7886
C -7.3574 -14.9614 -2.5740
C -8.6715 -14.4972 -3.1419
Cl -8.8350 -14.8026 -4.9032
H -7.3354 -16.0196 -2.8344
H -6.4544 -14.3928 -2.7964
H -8.7864 -13.4338 -2.9316
H -9.5127 -15.0487 -2.7220
Cl -10.4867 -10.3867 -10.0396
C -11.9674 -11.4075 -9.8499
C -13.0927 -10.5581 -9.1687
Cl -12.5117 -10.0356 -7.4968
H -11.7333 -12.3065 -9.2798
H -12.1550 -11.8154 -10.8431
H -14.0497 -11.0610 -9.0294
H -13.2491 -9.6242 -9.7086
Cl -6.7699 -7.2794 -11.2194
C -6.2900 -6.8467 -9.5922
C -7.3938 -7.1317 -8.5600
Cl -6.8095 -6.7640 -6.8810
H -6.1928 -5.7611 -9.6047
H -5.3445 -7.2988 -9.2926
H -7.6498 -8.1905 -8.5984
H -8.3105 -6.5642 -8.7200

## Properties
Net charge: -1
⟨S²⟩: 0.751
Spin multiplicity: 2
HOMO-LUMO gap (alpha / beta), eV: 2.1 / 10.2
Energy above the lowest of the compared OMol25 structures with the same formula, charge and spin, kcal/mol: 5.6
Maximum force, eV/A: 2.0
E_tot, Ha: -4994.9177